Molecular formula: C18H21N3O3S
Method: DFT, ωB97M-V/def2-TZVPD

Geometry as XYZ:
```
46
Properties=species:S:1:pos:R:3:nbo_charge:R:1
C -7.5525 -0.0384 -0.0261 -0.244
H -8.0298 0.1783 -0.9903 0.164
O -6.5250 0.8752 0.2506 -0.547
C -5.4943 0.8546 -0.7107 -0.062
C -4.4024 1.8258 -0.2745 -0.449
C -3.6814 1.3071 0.9722 -0.068
O -2.9581 0.1192 0.7248 -0.498
C -1.7830 0.1648 0.0518 0.347
C -1.1286 1.3321 -0.3368 -0.346
C 0.0737 1.2195 -1.0135 0.051
N 0.6359 0.0669 -1.3078 -0.454
C 0.0253 -1.0547 -0.9307 0.191
C -1.1863 -1.0753 -0.2441 -0.073
C -1.8444 -2.3544 0.1741 -0.657
H -2.0566 -2.9794 -0.6934 0.212
H -1.1908 -2.9045 0.8478 0.251
H -2.7756 -2.1388 0.6882 0.238
C 0.7838 -2.2976 -1.2303 -0.616
H 1.4640 -2.1480 -2.0644 0.265
H 0.1510 -3.1680 -1.3802 0.236
S 1.9067 -2.7018 0.2159 1.292
O 1.0960 -2.5665 1.4348 -0.991
C 2.7636 -1.1270 0.1346 0.156
N 3.6749 -0.7725 -0.7177 -0.446
C 3.9885 0.5209 -0.3804 0.072
C 4.8851 1.4109 -0.9614 -0.194
C 4.9849 2.6691 -0.4075 -0.230
C 4.2202 3.0502 0.6981 -0.212
C 3.3256 2.1844 1.2935 -0.261
C 3.2189 0.9176 0.7432 0.167
N 2.4563 -0.1752 1.0552 -0.554
H 1.7663 -0.2942 1.7804 0.445
H 2.7338 2.4791 2.1471 0.216
H 4.3332 4.0484 1.0946 0.213
H 5.6703 3.3854 -0.8359 0.213
H 5.4718 1.1156 -1.8158 0.224
H 0.6174 2.0990 -1.3320 0.199
H -1.5288 2.3097 -0.1243 0.222
H -4.4277 1.0263 1.7191 0.212
H -3.0308 2.0798 1.3978 0.177
H -3.6955 1.9554 -1.0952 0.216
H -4.8590 2.7872 -0.0399 0.222
H -5.0774 -0.1608 -0.7990 0.170
H -5.8915 1.1477 -1.6957 0.168
H -8.2848 0.0644 0.7720 0.195
H -7.1750 -1.0687 -0.0463 0.165
```

## Properties
total energy = -40454.116 eV
E_LUMO = 0.691 eV
energy relative to the best compared isomer or geometry (same formula, charge and spin) = 311.6 kJ/mol
E_HOMO = -8.5 eV
multiplicity = 1